The following is a quantum chemistry calculation of a cluster of 2 separate species, C3H8NO4 in total, from OMol25.

Structure (ORCA input):
```
! wB97M-V def2-TZVPD RIJCOSX def2/J DEFGRID3
* xyz -1 1
O -1.903 0.798 0.430
C -0.973 0.298 1.134
O -0.952 0.410 2.354
C 0.177 -0.287 0.292
C 1.224 -1.144 1.077
O 1.718 -2.338 0.413
N 0.774 0.756 -0.492
H -0.324 -1.037 -0.437
H 0.956 -1.313 2.084
H 2.260 -0.662 1.146
H 1.303 -3.231 0.637
H 0.676 1.651 -0.050
H 0.300 0.912 -1.380
H -1.995 2.411 -2.097
H -1.664 0.955 -2.378
O -1.577 1.821 -2.732
*
```

Results
Orbital gap = 7.771 eV
E_HOMO = -4.14 eV
Largest force on an atom = 2.8 eV/A